Density functional theory data (ωB97M-V with the def2-TZVPD basis set) for an isolated molecule of C2H8NS at a distorted geometry.

Atoms and positions in Å:
C 0.900 0.098 -0.494
C -0.289 -0.605 0.128
S -1.480 0.766 0.528
N 2.109 -0.800 -0.657
H 0.705 0.498 -1.486
H 1.238 0.961 0.079
H -0.661 -1.312 -0.611
H -0.061 -1.147 1.035
H -2.562 0.013 0.729
H 2.773 -0.251 -1.282
H 2.483 -1.021 0.300
H 1.865 -1.646 -1.214

The calculation puts the HOMO-LUMO gap (alpha / beta) at 4.7182 / 10.3300 eV. The value obtained for the largest force on an atom is 1.1 eV Å⁻¹. The total energy comes out at -533.8118 Ha. The lowest unoccupied orbital energy (alpha / beta) comes out at 0.76 / 0.71 eV. The energy above the lowest of the compared OMol25 structures with the same formula, charge and spin is 1.985 eV. As for the spin multiplicity: 2.

Density functional theory data (ωB97M-V with the def2-TZVPD basis set) for a cluster of 2 separate species, CH3NOSi in total at a distorted geometry.

Atoms and positions in Å:
C 0.852 -1.653 -1.832
N 1.020 -0.917 -0.969
O -1.049 1.794 0.625
Si -1.399 1.048 2.060
H -0.384 1.374 -0.057
H 0.023 0.813 2.621
H 0.936 -2.459 -2.448

The calculation puts the HOMO-LUMO gap at 8.1797 eV. The value obtained for the largest force on an atom is 3.2 eV Å⁻¹. The total energy comes out at -459.3252 Ha. The lowest unoccupied orbital energy comes out at -0.01 eV. The energy above the lowest of the compared OMol25 structures with the same formula, charge and spin is 2.277 eV.

Density functional theory data (ωB97M-V with the def2-TZVPD basis set) for a cluster of 3 separate species, C12H24N3O2 in total at a distorted geometry.

Atoms and positions in Å:
C -2.613 1.642 -3.045
C -1.264 1.318 -3.231
N -0.568 0.642 -2.139
C 0.130 1.372 -1.312
C 0.798 0.390 -0.288
C -0.386 -0.665 -0.246
C -0.540 -0.806 -1.813
H -3.383 1.177 -3.678
H -2.845 2.327 -2.207
H -0.695 1.600 -4.132
H 0.206 2.468 -1.357
H 0.982 0.887 0.690
H 1.684 -0.042 -0.800
H -1.210 -0.035 0.145
H -0.189 -1.612 0.273
H 0.207 -1.431 -2.321
H -1.594 -1.132 -1.901
C 2.786 3.975 2.918
C 2.923 2.951 1.824
O 2.407 1.841 1.904
N 3.646 3.289 0.726
C 4.328 4.541 0.447
H 2.185 3.559 3.723
H 3.767 4.236 3.317
H 2.288 4.869 2.540
H 3.697 2.555 0.038
H 3.924 4.966 -0.473
H 5.390 4.338 0.303
H 4.207 5.255 1.255
C -1.732 -5.583 -0.067
C -2.192 -4.160 -0.239
O -1.945 -3.515 -1.253
N -2.900 -3.597 0.773
C -3.290 -4.192 2.040
H -1.184 -5.890 -0.953
H -1.070 -5.665 0.797
H -2.590 -6.245 0.056
H -3.176 -2.646 0.588
H -4.378 -4.174 2.116
H -2.871 -3.596 2.852
H -2.941 -5.215 2.129

The calculation puts the HOMO-LUMO gap at 7.6977 eV. The value obtained for the largest force on an atom is 4.8 eV Å⁻¹. As for the total charge: +1. The total energy comes out at -786.0377 Ha. The lowest unoccupied orbital energy comes out at -4.34 eV. The energy above the lowest of the compared OMol25 structures with the same formula, charge and spin is 1.737 eV.

Density functional theory data (ωB97M-V with the def2-TZVPD basis set) for a structure of composition C43H46AsClCsF6N4.

Atoms and positions in Å:
Cs 2.055 -0.134 0.141
N 0.036 2.163 1.955
C 0.089 3.093 2.967
C -1.079 3.776 3.328
C -1.075 4.759 4.303
C 0.117 5.087 4.932
C 1.274 4.400 4.581
C 1.306 3.379 3.630
C 2.605 2.669 3.365
C 3.432 2.473 4.483
C 4.715 1.978 4.345
C 5.186 1.711 3.066
C 4.338 1.866 1.974
C 2.988 2.289 2.047
H -0.833 1.687 1.793
H 0.904 1.658 1.833
H -1.998 3.528 2.805
H -1.995 5.276 4.554
H 0.152 5.873 5.678
H 2.207 4.673 5.060
H 3.051 2.691 5.478
H 5.334 1.797 5.217
H 6.198 1.346 2.916
H 4.748 1.647 0.983
N 4.021 0.078 -2.434
C 4.577 0.932 -3.374
C 5.927 0.792 -3.707
C 6.531 1.623 -4.635
C 5.786 2.617 -5.249
C 4.445 2.758 -4.913
C 3.800 1.936 -3.990
C 2.358 2.208 -3.671
C 1.537 2.553 -4.758
C 0.273 3.084 -4.548
C -0.151 3.280 -3.240
C 0.636 2.835 -2.174
C 1.909 2.245 -2.324
H 4.501 -0.795 -2.288
H 3.015 0.052 -2.474
H 6.502 0.016 -3.212
H 7.583 1.498 -4.868
H 6.243 3.290 -5.965
H 3.871 3.560 -5.363
H 1.898 2.415 -5.775
H -0.355 3.363 -5.389
H -1.114 3.747 -3.040
H 0.224 2.960 -1.171
C -3.025 -4.542 4.476
C -3.482 -4.008 3.119
C -3.609 -5.191 2.150
C -4.851 -3.337 3.293
C -2.497 -2.992 2.545
C -1.328 -2.616 3.189
C -0.490 -1.695 2.570
N -0.740 -1.147 1.392
C -1.857 -1.502 0.754
C -2.748 -2.413 1.302
C -2.065 -0.900 -0.601
C -3.307 -0.881 -1.217
C -3.457 -0.327 -2.488
C -2.315 0.175 -3.090
C -1.107 0.129 -2.399
N -0.982 -0.375 -1.180
C -4.835 -0.291 -3.145
C -4.798 0.393 -4.512
C -5.807 0.483 -2.244
C -5.343 -1.727 -3.331
H -3.755 -5.265 4.847
H -2.941 -3.740 5.212
H -2.059 -5.044 4.401
H -4.309 -5.930 2.548
H -2.641 -5.674 2.007
H -3.973 -4.873 1.172
H -5.570 -4.048 3.708
H -5.243 -2.976 2.341
H -4.777 -2.485 3.971
H -1.032 -3.031 4.141
H 0.446 -1.410 3.042
H -3.627 -2.700 0.740
H -4.169 -1.277 -0.695
H -2.328 0.628 -4.071
H -0.210 0.546 -2.844
H -4.440 1.421 -4.432
H -5.806 0.417 -4.934
H -4.152 -0.143 -5.209
H -5.449 1.501 -2.082
H -5.917 0.007 -1.268
H -6.794 0.532 -2.710
H -4.660 -2.294 -3.967
H -6.330 -1.723 -3.800
H -5.422 -2.248 -2.376
F 2.985 -1.691 2.315
As 3.923 -3.147 2.512
F 2.473 -3.996 2.980
F 4.226 -2.767 4.169
F 4.829 -4.627 2.652
F 5.355 -2.311 2.027
F 3.586 -3.530 0.835
Cl 0.843 -3.076 -3.423
C 2.312 -3.029 -2.574
H 3.192 -2.970 -3.190
H 2.310 -3.014 -1.496

The calculation puts the HOMO-LUMO gap (alpha / beta) at 4.3381 / 4.3348 eV. The value obtained for the largest force on an atom is 0.6 eV Å⁻¹. As for the total charge: -2. The total energy comes out at -5200.5772 Ha. The lowest unoccupied orbital energy (alpha / beta) comes out at 3.19 / 3.19 eV. The energy above the lowest of the compared OMol25 structures with the same formula, charge and spin is 3.777 eV. As for the spin multiplicity: 2.

Density functional theory data (ωB97M-V with the def2-TZVPD basis set) for a cluster of 8 separate species, H16O8 in total.

Atoms and positions in Å:
H 0.318 0.744 -0.024
H -1.200 0.789 -0.082
H 0.551 -3.972 -2.544
H 0.672 -2.464 -2.394
H 2.671 2.154 -1.968
H 2.696 0.962 -2.909
H 0.876 4.281 0.325
H 1.324 5.418 1.228
H -3.100 -2.748 -0.483
H -1.834 -2.339 0.251
H 1.677 -0.803 3.338
H 2.668 -1.821 2.799
H -3.005 -0.141 -1.868
H -2.050 1.033 -2.009
H -2.304 -1.128 4.389
H -2.533 -1.977 3.149
O -0.444 1.205 0.346
O 0.962 -3.198 -2.946
O 2.947 1.891 -2.852
O 1.640 4.831 0.532
O -2.407 -2.079 -0.479
O 2.405 -1.372 3.610
O -2.067 0.078 -1.878
O -2.716 -1.105 3.518

The calculation puts the HOMO-LUMO gap at 11.1505 eV. The value obtained for the largest force on an atom is 0.7 eV Å⁻¹. The total energy comes out at -611.4754 Ha. The lowest unoccupied orbital energy comes out at -0.32 eV. The energy above the lowest of the compared OMol25 structures with the same formula, charge and spin is 2.918 eV. Its SMILES is O.O.O.O.O.O.O.O.